Entry 1:
13
Properties=species:S:1:pos:R:3:forces:R:3:mulliken_spin:R:1 method="wB97M-V/def2-TZVPD" e_tot_ev=-11384.9688 spin_multiplicity=2 molar_mass_g_mol=99.06 de_lowest_kcal_mol=10.1 homo_lumo_gap_ev="11.30 / 6.24"
O 0.17671 -2.08715 0.17501 -1.199 1.959 1.885 0.775
C -0.30187 -1.19587 1.00547 1.248 2.994 0.911 -0.016
O -0.01197 -0.00510 1.37163 -0.620 -4.437 -1.879 0.115
H -1.18679 -1.58448 1.62307 0.542 -0.533 -0.896 0.122
H 1.37912 1.36970 -0.85221 0.635 -0.818 0.311 0.000
H 0.12998 1.96094 -0.12396 0.939 0.103 -0.987 0.000
O 0.72632 2.04503 -0.91132 -1.560 0.842 0.653 0.002
H -0.82955 1.85379 1.87253 0.666 -1.566 0.487 0.001
H -0.34668 3.25897 2.24196 2.876 1.635 1.811 0.000
O -0.98176 2.77151 1.83018 -3.522 -0.172 -2.280 0.001
H 1.03314 -2.53764 -3.16096 -1.825 -0.956 -0.102 0.000
H 0.07543 -2.86773 -2.06212 -0.400 -0.131 0.462 0.001
O 0.13790 -2.98197 -3.00928 2.220 1.079 -0.377 0.001


Entry 2:
19
Properties=species:S:1:pos:R:3:forces:R:3:nbo_charge:R:1 method="wB97M-V/def2-TZVPD" e_tot_ev=-9366.2029 spin_multiplicity=1 molar_mass_g_mol=104.15 de_lowest_kcal_mol=115.1 homo_lumo_gap_ev="6.97 / 8.58"
C 1.57436 1.67094 -0.45528 0.790 -0.378 0.540 -0.071
O 0.76437 2.70716 -0.26731 -0.996 0.282 -0.006 -0.694
H -0.16209 2.33055 -0.11944 0.516 0.262 0.019 0.507
H 1.46273 0.81657 0.24269 0.438 0.474 -0.110 0.145
H 2.58461 1.99157 -0.71063 -0.071 -0.149 -0.151 0.154
H 0.38798 0.40027 -0.98836 -1.360 -0.994 0.572 0.192
C 0.60241 -1.82298 1.10751 0.090 0.000 0.030 -0.671
C -0.57737 -0.08843 -0.35027 0.749 0.947 -1.601 0.003
N -1.14616 -1.10120 -1.22769 -0.074 0.032 -0.058 -0.851
N -1.42973 1.11785 -0.23754 -0.085 -0.219 0.161 -0.859
C -0.06286 -0.49904 0.92380 -0.069 -0.470 0.487 -0.184
H -0.46352 -1.54209 -1.82898 0.024 0.093 0.081 0.370
H -1.93494 1.24955 -1.10841 0.098 -0.072 0.028 0.386
H -1.65034 -1.82016 -0.72627 0.016 -0.024 0.074 0.358
H -2.11935 1.00273 0.49730 -0.034 -0.031 -0.027 0.368
H -0.19926 0.14752 1.78021 0.065 0.057 0.009 0.198
H -0.10011 -2.67031 1.10488 0.019 0.141 -0.026 0.212
H 1.32722 -2.02895 0.30889 -0.077 0.043 0.020 0.214
H 1.14205 -1.86157 2.05490 -0.038 0.006 -0.041 0.224


Entry 3:
17
Properties=species:S:1:pos:R:3:forces:R:3:nbo_charge:R:1 method="wB97M-V/def2-TZVPD" e_tot_ev=-9435.8885 spin_multiplicity=1 molar_mass_g_mol=102.13 de_lowest_kcal_mol=165.0 homo_lumo_gap_ev=7.65
O 1.86388 0.24867 0.31208 -0.153 0.112 -0.166 -0.638
C 1.93230 -1.23786 -0.19374 0.454 -0.245 -0.091 -0.460
C 0.20073 -0.29750 0.43760 -0.421 0.240 0.223 0.119
C -0.43139 1.12293 0.63258 0.004 0.041 0.009 -0.496
C -1.76745 1.03379 -0.10827 -0.080 0.205 0.172 -0.077
O -1.55432 0.08767 -1.13610 -0.006 0.009 -0.069 -0.521
C -0.77901 -0.94454 -0.56797 0.245 -0.186 -0.034 -0.122
H 1.96348 0.84376 -0.44743 0.012 -0.141 0.147 0.482
H 2.28235 -1.15826 -1.23404 -0.116 -0.080 0.153 0.139
H 2.74858 -1.66574 0.40133 -0.092 0.055 -0.097 0.155
H 0.27257 -0.83990 1.37102 0.020 0.076 -0.189 0.224
H -0.54146 1.35039 1.69685 0.033 -0.024 -0.158 0.224
H 0.18442 1.91163 0.19270 -0.095 -0.119 0.021 0.209
H -2.06402 1.97536 -0.57825 0.023 -0.129 0.113 0.197
H -2.58132 0.70449 0.55839 0.119 -0.018 -0.085 0.161
H -0.31250 -1.50958 -1.36644 -0.044 0.123 0.118 0.227
H -1.41682 -1.62533 0.02971 0.097 0.083 -0.069 0.177


Entry 4:
48
Properties=species:S:1:pos:R:3:forces:R:3:mulliken_spin:R:1 method="wB97M-V/def2-TZVPD" e_tot_ev=-68959.9701 charge=+3 spin_multiplicity=2 molar_mass_g_mol=487.43 homo_lumo_gap_ev="6.38 / 5.75"
C 1.39711 -2.45311 -0.61795 0.252 -0.165 0.613 0.030
C 2.20994 -1.18678 -0.14082 -1.270 -3.000 0.779 0.028
C 3.69944 -1.63981 -0.14082 -0.298 0.094 -0.949 0.018
C 1.65631 -0.85776 1.30030 -0.309 1.867 -1.655 0.002
C 0.34428 -0.00759 1.07954 0.235 0.135 0.681 0.027
C -0.60417 -0.02053 2.32575 -0.467 -0.412 -1.066 0.007
C -2.11351 -0.10822 1.88222 0.856 0.573 0.343 0.025
C -2.52215 1.05065 0.93502 -0.472 -0.518 0.166 0.003
C -4.07114 1.22526 0.73489 1.288 -0.397 -0.803 -0.004
S -5.00345 -0.37136 0.99376 -1.009 0.867 -1.035 0.666
C -5.12481 -1.02111 -0.63207 -0.405 0.419 1.048 0.012
N -6.15298 -1.05797 -1.50898 1.164 -0.117 2.266 0.112
N -5.64172 -1.63137 -2.56599 1.718 -0.676 -1.682 0.044
C -4.35250 -1.92149 -2.35871 -1.501 0.205 -0.003 0.131
O -3.98473 -1.54899 -1.11766 -0.077 0.463 -0.901 -0.008
C 0.81869 1.42009 0.63879 0.990 -1.698 0.133 -0.018
C 1.88705 1.22924 -0.51631 -1.913 2.610 -0.805 0.156
C 3.26788 1.65232 -0.04689 -0.181 0.012 0.985 -0.060
C 1.48261 2.27185 -1.62165 0.162 0.023 1.190 0.015
N 1.88603 -0.10330 -1.10234 3.100 0.347 0.082 0.406
O 2.61041 -0.14419 -2.18803 0.160 0.434 0.425 0.393
H 1.36941 -3.16070 0.22780 0.083 0.202 -0.370 -0.001
H 0.35094 -2.21669 -0.85170 0.373 -0.004 -0.141 -0.008
H 1.89391 -2.98452 -1.43976 -0.347 0.402 -0.003 0.003
H 3.84570 -2.27052 -1.03218 0.141 0.251 0.376 0.005
H 3.90394 -2.27071 0.73568 -0.044 0.448 -0.160 0.001
H 4.43259 -0.81594 -0.23077 -0.201 -0.317 0.395 -0.012
H 1.47550 -1.77016 1.87412 0.248 0.226 -0.189 0.001
H 2.39964 -0.19805 1.78807 -0.365 -0.535 0.363 -0.001
H -0.22072 -0.46590 0.24587 0.270 0.147 0.233 -0.008
H -0.42571 0.84743 2.97576 -0.058 -0.336 -0.055 0.002
H -0.39754 -0.96319 2.85497 -0.027 0.540 0.205 0.000
H -2.73157 -0.12780 2.79335 0.121 0.010 -0.268 -0.003
H -2.22504 -1.07388 1.35552 -0.172 0.301 0.189 -0.010
H -2.09839 0.80654 -0.05562 -0.084 0.436 0.345 0.000
H -2.13446 2.01641 1.29836 -0.093 -0.350 -0.193 -0.001
H -4.52102 2.00519 1.36370 -0.085 -0.677 0.310 0.023
H -4.22960 1.54179 -0.30795 -0.322 -0.295 0.385 0.002
H -3.63303 -2.37828 -3.03495 -0.334 -0.005 0.270 0.002
H 0.01704 2.08110 0.29601 0.210 -0.163 0.222 -0.006
H 1.38109 1.85687 1.48311 -0.683 0.075 -0.149 0.000
H 3.19656 2.58272 0.53962 0.161 -0.126 -0.543 0.026
H 3.80365 0.93205 0.58891 0.173 0.173 -0.591 -0.060
H 3.83135 1.92705 -0.99262 -2.125 0.546 3.318 0.078
H 1.54931 3.26797 -1.14763 -0.100 -0.330 -0.285 0.007
H 2.16718 2.26644 -2.49175 -0.459 -0.112 -0.013 0.006
H 0.43166 2.10855 -1.88901 0.468 0.029 -0.472 -0.011
Lu 4.87906 1.68039 -2.27896 1.231 -1.604 -2.993 -1.021


Entry 5:
9
Properties=species:S:1:pos:R:3:forces:R:3:nbo_charge:R:1 method="wB97M-V/def2-TZVPD" e_tot_ev=-28219.3356 spin_multiplicity=1 molar_mass_g_mol=110.97 de_lowest_kcal_mol=19.0 homo_lumo_gap_ev=11.04 smiles=ClC1(Cl)CC1
Cl 1.63457 -1.50244 0.04793 0.421 0.161 -0.097 0.010
C 0.71574 -0.01568 0.01408 0.862 0.319 -1.140 -0.085
Cl 1.62095 1.51399 0.05636 0.218 -0.553 -0.243 -0.013
C -0.59534 -0.01911 -0.73285 0.758 1.643 -1.616 -0.442
C -0.49929 0.00111 0.77810 -1.226 -2.355 1.437 -0.442
H -0.86405 -0.82490 -1.41063 0.067 -0.470 0.848 0.241
H -0.72784 0.93176 -1.33242 -0.164 -0.877 1.339 0.236
H -0.68988 0.95596 1.25447 -0.410 -0.460 0.355 0.247
H -0.59486 -1.04070 1.32495 -0.525 2.592 -0.882 0.248


Entry 6:
8
Properties=species:S:1:pos:R:3:forces:R:3:nbo_charge:R:1 method="wB97M-V/def2-TZVPD" e_tot_ev=-46410.9969 charge=-1 spin_multiplicity=1 molar_mass_g_mol=175.09 de_lowest_kcal_mol=38.3 homo_lumo_gap_ev=7.12 smiles="O=P1=[P@]([O-])(O)SS1"
O 0.16461 1.64721 -0.91121 -3.151 1.791 0.695 -1.177
P 1.50728 1.19794 -1.25159 2.122 -1.663 -1.188 0.878
P 1.25986 -0.98064 -0.44624 1.016 1.394 0.041 1.632
O 1.45406 -2.22069 -1.16179 0.215 -1.967 -1.126 -1.120
O -0.23527 -1.05556 0.18192 0.976 -1.220 0.131 -0.984
S 3.25583 -0.59698 0.64594 -0.753 -0.559 0.145 -0.349
S 2.80026 1.39812 0.50515 0.207 0.472 0.714 -0.380
H -0.42192 -0.23624 0.59708 -0.632 1.752 0.588 0.500